198
Properties=species:S:1:pos:R:3:forces:R:3 method="wB97M-V/def2-TZVPD" spin_multiplicity=1 smiles=CC1(C)CCCC(C)(C)N1O.CC1(C)CCCC(C)(C)N1O.COCCNCCOC.COCCNCCOC.COCCNCCOC.COCCNCCOC.COCCNCCOC.CO.CO.CO relative_energy_kcal_mol=85.0 e_lumo_ev=0.62
C -0.1833 3.9975 -0.2169 0.6 1.0 -0.2
C -0.0919 4.5508 -1.6546 -0.6 -0.8 -0.1
C 1.1721 4.0425 -2.3470 -1.8 2.4 0.5
C -1.2801 3.9587 -2.4509 0.7 -0.7 0.5
C -2.5976 4.5390 -2.0135 0.4 1.3 -0.7
C -2.5066 6.0604 -2.2464 -0.5 -0.6 -0.4
C -1.3439 6.8000 -1.5159 -1.2 -1.4 -0.7
C -1.2272 8.1417 -2.2333 1.0 0.1 0.3
C -1.7443 6.9298 -0.0473 0.0 0.4 0.4
N -0.1214 6.0114 -1.7588 -0.5 0.4 -0.9
O 0.9938 6.6185 -1.1224 -0.1 -0.2 0.3
H -1.1242 4.2454 0.2679 -0.1 -0.3 -0.1
H -0.0142 2.9236 -0.2364 0.0 0.0 0.2
H 0.5903 4.5281 0.3451 0.1 -0.4 0.2
H 1.2606 4.5930 -3.2869 0.0 0.0 -0.2
H 2.0682 4.2909 -1.7709 -0.4 0.2 0.3
H 1.2563 2.9758 -2.5561 -2.7 2.7 0.0
H -1.0555 4.0220 -3.5192 -0.4 0.5 -0.1
H -1.2756 2.8767 -2.2755 0.1 0.0 0.2
H -3.3849 4.1699 -2.6722 -0.3 -0.2 0.4
H -2.8034 4.3692 -0.9580 -0.2 -0.5 -0.1
H -3.4818 6.4922 -2.0010 0.2 0.3 0.4
H -2.4737 6.1600 -3.3363 0.5 0.3 0.0
H -0.4816 8.7782 -1.7492 -0.3 0.2 0.3
H -2.1951 8.6335 -2.3023 0.0 0.1 0.1
H -0.8127 7.9952 -3.2323 -0.3 -0.2 -0.1
H -2.2503 6.0650 0.3848 0.3 -0.3 -0.3
H -2.4954 7.7153 0.0688 0.3 0.3 0.0
H -0.8665 7.1426 0.5640 -0.1 0.2 0.1
H 1.4838 7.0060 -1.8545 0.0 0.0 0.0
C 1.8357 1.7202 -4.8105 -0.2 1.1 -0.1
C 2.9165 1.3080 -3.8113 0.0 -0.1 1.2
C 2.7543 2.2095 -2.5683 2.1 -1.6 -0.4
C 2.5696 -0.1183 -3.3674 0.0 -1.3 0.9
C 3.0464 -1.2157 -4.3052 0.3 0.2 -1.3
C 4.4860 -0.9644 -4.7626 -0.5 0.5 0.3
C 4.7894 0.4732 -5.2324 0.1 -0.8 -0.9
C 6.3202 0.5480 -5.3691 0.1 1.0 1.1
C 4.1375 0.7079 -6.6117 0.2 -0.5 -0.8
N 4.3366 1.3968 -4.2035 -0.2 -0.7 0.3
O 4.6415 2.7310 -4.5871 -0.1 0.1 0.0
H 0.9066 1.8898 -4.2564 0.5 0.1 -0.1
H 1.9984 2.7091 -5.2475 0.4 -0.2 -0.3
H 1.5654 0.9927 -5.5740 0.6 0.0 0.0
H 1.7761 2.0312 -2.1163 1.4 -1.6 0.3
H 3.4853 2.0365 -1.7764 0.4 -0.5 -0.2
H 2.8046 3.2733 -2.8078 1.0 -1.2 -0.4
H 2.8901 -0.3733 -2.3499 0.8 0.5 -0.1
H 1.4939 -0.2413 -3.1995 0.5 0.4 -0.5
H 3.0447 -2.2233 -3.8878 -0.4 0.2 0.3
H 2.4050 -1.2761 -5.1909 -0.2 0.1 0.0
H 4.7378 -1.5879 -5.6219 0.2 -0.4 0.3
H 5.0875 -1.1882 -3.8784 0.4 0.0 -0.3
H 6.6180 1.5861 -5.5309 0.0 -0.1 -0.3
H 6.7993 -0.0776 -6.1185 -0.5 -0.1 -0.2
H 6.7564 0.2849 -4.4001 0.0 -0.1 0.0
H 4.8177 0.3977 -7.4119 0.3 0.2 0.2
H 3.8670 1.7389 -6.8311 0.0 0.0 0.3
H 3.2860 0.0539 -6.8146 -0.3 0.2 0.4
H 5.3237 2.9573 -3.9468 0.0 0.2 -0.1
C -2.1212 -5.0404 -0.2699 0.6 0.9 -0.4
O -2.5266 -4.2652 0.8557 -0.5 -1.3 0.3
C -3.2688 -3.1585 0.3956 0.8 0.4 0.1
C -3.8557 -2.3503 1.5297 -0.8 0.2 -0.1
N -2.9418 -1.3675 2.0838 0.5 -0.4 0.1
C -1.7617 -1.9263 2.7629 0.1 0.4 -0.5
C -2.0458 -2.7630 3.9964 -0.2 0.7 -0.3
O -2.6502 -1.9165 4.9735 -0.2 -0.5 0.5
C -2.8776 -2.6640 6.1704 -0.1 0.3 -0.4
H -2.9814 -5.3465 -0.8682 0.0 0.0 -0.1
H -1.4909 -5.9075 -0.0820 -0.3 0.0 0.9
H -1.4570 -4.3704 -0.8240 -0.2 -0.2 -0.6
H -4.0578 -3.4300 -0.3137 0.0 -0.3 0.1
H -2.5381 -2.5350 -0.1407 -0.3 0.3 -0.2
H -4.3448 -2.9782 2.2871 0.3 -0.3 0.0
H -4.7029 -1.8128 1.0902 0.1 0.3 0.0
H -3.4524 -0.7741 2.7445 -0.1 -0.3 -0.4
H -1.1610 -1.0366 2.9665 0.2 -0.3 0.4
H -1.1819 -2.5246 2.0586 -0.2 0.0 0.0
H -1.1324 -3.2006 4.4119 0.1 -0.1 -0.1
H -2.7339 -3.5643 3.7069 0.1 -0.2 0.2
H -3.4301 -2.0533 6.8822 0.1 0.2 -0.1
H -1.9158 -2.9570 6.5975 0.0 -0.2 0.1
H -3.4831 -3.5465 5.9476 0.1 -0.1 0.0
C 2.7113 -4.8217 3.5346 -0.1 0.4 0.0
O 1.9452 -5.0204 2.3720 -0.2 -0.1 -0.5
C 1.1868 -3.8941 1.9476 -0.1 0.4 0.7
C 2.0802 -2.7506 1.4639 -0.1 -0.8 0.7
N 2.9097 -3.2093 0.3472 0.2 0.5 0.2
C 3.8241 -2.1548 -0.1026 -0.4 0.3 -0.5
C 4.7551 -2.6419 -1.2011 -0.4 -0.4 -0.2
O 5.8592 -1.7890 -1.2748 0.4 0.9 0.4
C 6.9022 -2.2592 -2.0887 -0.1 -0.6 0.0
H 3.2066 -5.7646 3.7521 0.0 0.0 0.1
H 2.0825 -4.5039 4.3745 -0.1 -0.2 0.1
H 3.4653 -4.0372 3.4087 0.1 -0.1 0.0
H 0.5738 -3.5342 2.7843 0.2 0.1 0.2
H 0.4414 -4.2193 1.2233 0.4 -0.2 -0.4
H 2.7162 -2.4883 2.3194 0.1 0.2 0.0
H 1.4615 -1.8756 1.2586 0.2 -0.5 -0.4
H 3.4807 -3.9663 0.7141 -0.1 -0.2 -0.1
H 4.4203 -1.7166 0.7059 0.1 -0.2 0.1
H 3.2136 -1.3398 -0.4978 0.0 0.0 0.1
H 4.2652 -2.6557 -2.1820 -0.3 0.0 0.1
H 5.0128 -3.6923 -0.9983 0.4 0.1 0.1
H 7.4012 -3.0716 -1.5486 0.1 -0.3 -0.4
H 7.6612 -1.5073 -2.3005 -0.3 0.4 0.3
H 6.4984 -2.5864 -3.0524 0.2 -0.3 0.0
C -2.1429 -1.4219 -10.6470 -0.1 0.0 0.1
O -2.2390 -1.7498 -9.2732 -0.2 -0.1 -0.5
C -1.0323 -2.3066 -8.7957 0.3 0.5 0.5
C -1.1815 -2.5395 -7.2984 0.2 0.2 -0.1
N -0.7845 -1.3659 -6.4938 -0.9 -0.3 0.2
C -1.5326 -0.1441 -6.7854 0.1 0.3 -0.2
C -1.2646 0.8292 -5.6451 -0.1 0.8 -0.5
O -1.6923 0.2902 -4.3990 0.2 0.1 -0.1
C -0.6459 0.0494 -3.4634 -1.2 0.0 -0.1
H -1.5248 -0.5276 -10.7605 0.1 -0.1 -0.3
H -3.1268 -1.2288 -11.0728 -0.1 0.1 0.4
H -1.7435 -2.2596 -11.2272 0.3 0.0 0.0
H -0.1987 -1.6003 -8.9212 0.0 0.1 -0.2
H -0.7636 -3.1977 -9.3718 -0.2 -0.2 0.2
H -0.5267 -3.3522 -6.9830 -0.1 -0.1 -0.1
H -2.2239 -2.8149 -7.1070 0.0 -0.1 0.0
H -1.1429 -1.5738 -5.5630 0.5 -0.3 0.1
H -2.6199 -0.2566 -6.8970 0.0 -0.4 0.2
H -1.2183 0.2435 -7.7585 0.2 0.3 0.2
H -1.8123 1.7655 -5.7928 -0.3 -0.1 -0.2
H -0.2247 1.1696 -5.6478 -0.3 -0.6 0.1
H -0.1752 -0.9111 -3.6891 0.3 0.1 0.0
H -1.1301 -0.0114 -2.4877 0.1 0.0 0.1
H 0.0641 0.8791 -3.4719 -0.4 -0.6 0.3
C -6.4745 -1.6593 6.5899 -0.5 0.2 -0.1
O -5.9819 -0.3299 6.4738 -0.5 -0.3 0.2
C -6.6854 0.4189 5.4899 1.0 0.1 -0.8
C -6.2466 -0.0217 4.0699 -1.3 1.1 0.3
N -4.8095 0.0887 3.8137 -1.2 -0.3 0.1
C -4.2213 1.3917 4.0710 0.7 1.2 0.6
C -2.7374 1.4179 3.7256 0.1 -0.5 1.1
O -2.1922 2.6592 4.1144 -0.3 0.1 -0.1
C -0.8270 2.7218 3.8007 0.6 1.4 0.3
H -6.3255 -2.2417 5.6779 0.2 0.0 0.0
H -7.5521 -1.6352 6.7812 -0.1 0.0 0.0
H -6.0162 -2.1833 7.4246 0.3 0.3 0.0
H -6.4059 1.4626 5.6355 0.1 0.0 0.1
H -7.7784 0.4125 5.5495 0.0 -0.5 0.4
H -6.8802 0.5889 3.4166 0.4 0.1 -0.4
H -6.6055 -1.0401 3.9231 0.4 -0.2 -0.2
H -4.4912 -0.5553 4.5382 0.9 0.2 -0.2
H -4.3282 1.6727 5.1246 0.3 0.0 0.1
H -4.5737 2.2907 3.5506 -1.0 -0.7 -0.5
H -2.5510 1.2506 2.6602 0.0 -0.2 0.0
H -2.2616 0.6505 4.3524 0.2 -0.3 -0.5
H -0.6587 2.5315 2.7369 0.2 -0.5 0.1
H -0.1696 2.2008 4.5042 -0.3 -0.9 -0.3
H -0.4709 3.7463 3.9585 -0.5 0.2 -0.1
C 1.7970 0.3172 3.5772 -0.1 0.1 -0.6
O 1.5176 0.3053 4.9540 0.4 -0.1 0.1
C 0.5249 -0.6565 5.2567 -0.4 0.0 0.8
C 0.1568 -0.6549 6.7472 0.1 1.1 -0.9
N 1.0508 -1.4054 7.6100 -1.3 -0.2 -0.1
C 2.1144 -0.5722 8.1404 0.3 -0.4 -0.4
C 2.9387 -1.2873 9.1758 0.4 0.5 0.2
O 2.2186 -1.1552 10.4070 0.8 -0.8 -0.2
C 2.8415 -1.9193 11.4210 -0.1 0.0 0.3
H 1.8866 -0.6767 3.1229 -0.1 -0.1 0.4
H 2.7334 0.8282 3.3559 0.0 0.2 0.4
H 1.0030 0.8306 3.0254 -0.1 0.0 0.1
H 0.9100 -1.6402 4.9679 -0.3 -0.2 -0.1
H -0.4146 -0.4212 4.7423 0.3 -0.1 -0.3
H -0.8918 -0.9477 6.8380 0.2 -0.6 0.0
H 0.0796 0.4033 7.0472 0.3 0.1 0.0
H 0.4117 -1.8013 8.2903 0.7 0.0 0.7
H 1.7831 0.3625 8.6092 -0.2 0.0 -0.1
H 2.6847 -0.3208 7.2427 0.4 0.2 0.3
H 3.9334 -0.8363 9.2881 -0.1 0.5 0.1
H 3.2076 -2.3154 8.9097 -0.7 -0.3 0.1
H 2.6865 -2.9943 11.2867 -0.2 0.0 0.0
H 2.4325 -1.5966 12.3772 -0.1 -0.1 0.0
H 3.9281 -1.7890 11.4745 0.0 0.3 -0.2
C 0.6837 -3.4946 -2.1837 0.0 -0.5 0.8
O 1.1584 -4.5862 -1.4047 -0.4 -0.4 0.0
H 1.2505 -3.4748 -3.1150 0.0 0.5 0.0
H -0.3760 -3.6364 -2.4112 0.0 -0.2 -0.2
H 0.7065 -2.5887 -1.5715 0.4 0.3 -0.4
H 1.7003 -4.2517 -0.6638 0.1 0.3 -0.5
C -3.5921 1.3557 -0.0962 -0.3 -1.4 1.0
O -2.5689 0.3681 -0.1391 0.8 0.4 -1.5
H -3.7700 1.8188 -1.0628 0.7 0.2 -0.1
H -4.5411 0.8592 0.1357 -0.1 0.1 0.2
H -3.3713 2.0525 0.7127 -0.1 0.5 -0.3
H -2.5325 -0.2609 0.6074 -0.9 0.2 0.7
C 0.8599 0.2696 0.2931 -0.3 0.7 0.4
O 0.0400 -0.8692 0.1710 -0.2 -0.1 -0.1
H 0.4637 1.0523 0.9548 -0.6 -0.1 -0.2
H 1.7667 -0.0100 0.8322 0.3 -0.1 -0.7
H 1.0254 0.7388 -0.6790 0.5 -0.1 0.1
H -0.7827 -0.6265 -0.2828 0.2 0.3 0.1